Density functional theory data (wB97M-V/def2-TZVPD) for a molecular structure, C14H35B3N4O4 at a distorted geometry.

Positions of all 60 atoms, in Å:
1 O -1.563137 -0.255633 1.213351
2 O -0.436512 0.488500 -2.505959
3 O -2.414130 0.495894 -0.996521
4 O -0.877725 -1.300415 -0.837731
5 N 1.099796 -1.132719 2.436303
6 N 0.285811 -0.316378 6.291770
7 N 0.505749 2.421355 -1.352777
8 N 1.085870 -0.160524 -6.939554
9 C 0.197173 -0.805302 -5.984123
10 C -1.303951 -0.527754 -6.101977
11 C 0.995107 -1.006942 0.959830
12 C -1.849466 -1.381821 5.589673
13 C 1.272521 -0.014581 8.632450
14 C 1.030628 1.291499 -6.985740
15 C -0.771841 -1.243299 6.656960
16 C -0.064700 -0.596650 -9.181951
17 C -0.933581 1.826496 6.974341
18 C 1.142229 -0.777691 -8.257626
19 C 0.233659 1.496047 -1.949371
20 C 1.451028 -0.398970 7.161185
21 C -0.133753 1.031248 5.938721
22 C 1.278380 1.950821 -5.636164
23 B -0.519602 -0.848935 0.482821
24 B -1.235554 -0.107958 -1.476368
25 B -2.253456 0.681181 0.406425
26 H 0.073270 1.653648 -7.386622
27 H -0.731589 0.971549 5.023874
28 H 2.023295 -0.381346 -8.774990
29 H 0.472729 1.745257 -4.928008
30 H 2.259912 0.202992 6.735853
31 H -2.734357 1.615092 0.950538
32 H -1.726466 1.234771 7.436026
33 H 0.401894 -0.492180 9.084729
34 H 1.315832 -2.114321 2.609418
35 H 1.334305 3.034315 -5.758100
36 H -1.247913 -0.969747 7.609541
37 H -1.806780 -0.837714 -5.181485
38 H 1.414896 -1.883586 0.402596
39 H 0.514672 -0.517434 -4.977061
40 H -1.524277 0.531429 -6.248739
41 H -0.331714 -2.234912 6.801755
42 H 1.185568 1.064051 8.761631
43 H -2.550487 -2.170070 5.872997
44 H -0.909189 -1.211374 -8.870753
45 H 0.199313 -0.911122 -10.195176
46 H 0.360213 -1.886630 -6.016136
47 H -2.426151 -0.462820 5.469214
48 H 1.544709 -0.112931 0.555457
49 H 1.821455 -1.430162 7.126981
50 H -1.410145 2.682745 6.489377
51 H 0.744017 1.615259 5.645976
52 H 2.149360 -0.332100 9.203334
53 H -0.391849 0.442704 -9.240913
54 H -0.295607 2.225023 7.762890
55 H 2.220999 1.613862 -5.199718
56 H 1.342271 -1.847357 -8.144953
57 H 1.808807 1.648547 -7.667140
58 H -1.414795 -1.649232 4.624282
59 H -1.759313 -1.091717 -6.915559
60 H 1.852572 -0.551961 2.800915

Cartesian forces (eV/Å) of the 6 atoms listed first:
0.825 1.089 -1.836
0.814 0.531 0.941
2.215 0.529 0.597
1.136 2.151 -0.246
0.310 -0.210 -0.684
0.436 0.017 0.009

## Properties
- Charge: 0
- HOMO level: -0.2943 Eh
- HOMO-LUMO gap: 0.3050 Ha
- Total energy: -1149.16718 hartree
- Maximum force: 4.1 eV/A



Density functional theory data (wB97M-V/def2-TZVPD) for a single C12H10Cl2N2O3S2 molecule at a distorted geometry.

Positions of all 31 atoms, in Å:
1 Cl 1.460544 3.023898 2.716589
2 Cl 2.039745 1.770899 5.766904
3 S 2.313405 -0.864715 4.189344
4 S -3.002406 -1.498403 0.050765
5 O 2.006627 -0.611251 -0.251503
6 O 1.090815 1.454310 0.168312
7 O 0.580794 0.202269 -3.568821
8 N 2.251405 -0.887811 2.525824
9 N -0.510601 -0.646924 -1.773978
10 C 1.530849 0.370324 0.579390
11 C 2.076765 -0.418221 -1.723620
12 C 1.947483 0.854543 4.258024
13 C -3.221968 1.137276 -0.141807
14 C 0.679735 -0.252209 -2.435805
15 C -2.565649 0.088857 -0.688950
16 C 1.802204 0.231046 2.017748
17 C -4.042931 0.749770 0.972109
18 C 1.689655 1.315680 2.997213
19 C 2.739666 -1.664014 -2.406371
20 C -1.738059 0.014259 -2.005869
21 C -3.977005 -0.636104 1.291468
22 H 2.709297 0.474749 -1.887331
23 H -4.741904 1.485780 1.301514
24 H 2.593293 -1.763115 -3.491918
25 H -3.137957 2.141529 -0.424849
26 H -2.204294 -0.522040 -2.888730
27 H -4.452327 -1.166936 1.999665
28 H 2.353014 -2.653924 -2.043239
29 H -1.570451 1.042528 -2.165856
30 H 3.735835 -1.583054 -2.016440
31 H -0.435582 -1.188994 -0.919783

Cartesian forces (eV/Å) of the 6 atoms listed first:
-0.048 -0.972 -0.012
-0.194 -0.841 -1.451
0.138 1.591 -1.098
-0.381 2.753 1.127
-0.499 -0.181 0.235
0.531 -2.682 0.586

## Properties
- Charge: 0
- HOMO level: -0.3280 Eh
- Relative energy (zero: lowest compared OMol25 entry of this formula, charge and spin): 207.6 kJ/mol
- HOMO-LUMO gap: 0.3088 Ha
- Total energy: -2515.21218 hartree
- Maximum force: 6.1 eV/A



Density functional theory data (wB97M-V/def2-TZVPD) for a single C6H12O molecule at a distorted geometry.

Positions of all 19 atoms, in Å:
1 O -1.051421 -0.185969 0.744160
2 C -0.396425 1.064682 0.654947
3 C -0.827339 0.349977 -1.898089
4 C 0.329314 -0.731682 -1.317458
5 C 0.878199 0.840921 1.447162
6 C 1.216724 -0.644110 1.140403
7 C 0.082708 -1.062833 0.187393
8 H 1.366577 -0.399840 -1.512524
9 H -0.292644 -2.081988 0.331428
10 H -0.991244 1.963634 0.862101
11 H 1.664407 1.538101 1.149295
12 H -0.162189 1.159110 -0.407985
13 H 0.178072 -1.627682 -1.947352
14 H 1.152317 -1.248503 2.050235
15 H -0.791530 1.465554 -2.053042
16 H -0.936369 -0.049228 -2.884855
17 H -1.731482 0.188843 -1.293040
18 H 0.682401 0.954206 2.513726
19 H 2.236020 -0.749708 0.750386

Cartesian forces (eV/Å) of the 6 atoms listed first:
0.989 -1.129 -0.821
0.519 0.320 -0.372
0.407 -1.327 -0.512
-1.228 1.456 -0.404
0.152 0.166 0.220
-0.023 0.045 0.049

## Properties
- Charge: 0
- HOMO level: -0.3495 Eh
- Relative energy (zero: lowest compared OMol25 entry of this formula, charge and spin): 213.9 kJ/mol
- HOMO-LUMO gap: 0.3891 Ha
- Total energy: -310.97780 hartree
- Maximum force: 1.9 eV/A



Density functional theory data (wB97M-V/def2-TZVPD) for a molecular structure, C46H43NO2P2PtS at a distorted geometry.

Positions of all 96 atoms, in Å:
1 Pt -0.728890 -0.670208 0.056674
2 S -2.493168 -1.418262 -1.271604
3 P 1.765694 -1.083764 0.105396
4 P -1.460546 1.423806 -0.366493
5 O -0.583369 -2.819240 0.741898
6 O 1.375357 1.693067 -0.007914
7 N -4.699409 -2.802205 -1.258266
8 C 1.845361 -3.613826 -1.117228
9 C 3.162543 3.998319 0.191885
10 C -0.719389 -3.506679 2.009412
11 C 3.670548 -3.331817 2.958670
12 C 3.247572 -2.858820 1.727416
13 C 2.007305 -2.236019 -1.267354
14 C 3.660286 4.845000 -0.988719
15 C -5.291542 2.021635 2.093783
16 C 3.061340 0.166284 -0.115667
17 C 2.715630 1.504839 -0.032524
18 C 0.945090 5.262157 0.402146
19 C -1.183061 4.146571 0.254362
20 C 4.960201 2.193215 -0.082586
21 C -4.280503 1.188794 2.549885
22 C 3.742154 4.545337 1.505687
23 C 3.141221 -2.804127 4.129528
24 C -5.983653 -3.668610 0.507416
25 C -1.873114 1.741688 -4.926702
26 C 5.354730 0.866228 -0.213120
27 C -3.014830 1.508601 -4.174934
28 C 3.618840 2.553645 0.014661
29 C 1.753728 -1.333397 2.834693
30 C -3.764059 -2.247743 -0.444188
31 C -3.956447 -2.416515 0.929966
32 C 2.278852 -1.860736 1.657605
33 C 1.979519 -4.453698 -2.211662
34 C -2.934394 1.422782 -2.793635
35 C -0.645717 1.887806 -4.296999
36 C 2.257882 -3.923252 -3.464303
37 C -4.028940 2.461658 0.097232
38 C -5.778284 -3.492806 -0.831793
39 C -3.016057 1.608945 0.540862
40 C -1.708183 1.592534 -2.155646
41 C -0.070518 -4.869150 1.983496
42 C -0.440752 5.303976 0.425924
43 C 2.401161 -2.553276 -3.621886
44 C 4.412117 -0.148994 -0.219936
45 C -0.561837 1.815455 -2.917829
46 C -5.051176 -3.111594 1.390746
47 C 0.854989 2.932599 0.103487
48 C 2.275498 -1.710803 -2.531176
49 C -5.163101 2.659396 0.868830
50 C -3.150191 0.984055 1.776215
51 C 1.638586 4.067659 0.240596
52 C 2.187576 -1.798684 4.066488
53 C -0.530594 2.930428 0.063202
54 H 1.005970 -0.544444 2.791496
55 H 2.620509 -2.140090 -4.596682
56 H 4.747408 4.819448 -1.049360
57 H -2.347227 0.358875 2.155251
58 H 4.423015 -4.106002 3.004648
59 H -1.784307 -3.570524 2.251167
60 H 2.369091 -4.581791 -4.314419
61 H 3.364165 5.886026 -0.868588
62 H -6.841375 -4.222011 0.856037
63 H 3.477743 -3.171847 5.088969
64 H 1.876124 -5.522377 -2.084212
65 H -3.234603 -1.995305 1.610537
66 H -0.233554 -5.365257 2.938568
67 H 6.405621 0.626565 -0.288103
68 H -5.192759 -3.226966 2.456693
69 H -0.239740 -2.857135 2.736533
70 H -4.579908 -2.671680 -2.257525
71 H -5.942474 3.320895 0.516988
72 H -3.939079 2.973683 -0.851447
73 H 3.447296 5.582775 1.656541
74 H -6.172474 2.185632 2.698116
75 H -6.429208 -3.867299 -1.607852
76 H 3.256094 4.481598 -1.933423
77 H -0.497555 -5.507695 1.208044
78 H 3.398186 3.963209 2.360268
79 H 1.634796 -4.033247 -0.145917
80 H -0.946672 6.246951 0.570402
81 H -1.939655 1.814475 -6.002931
82 H 1.003540 -4.790401 1.826617
83 H 0.246260 2.066018 -4.880911
84 H 2.401200 -0.642936 -2.662705
85 H -4.367225 0.710595 3.516453
86 H -3.971821 1.392361 -4.663807
87 H -0.777673 -3.402337 -0.003409
88 H -2.260520 4.205861 0.264730
89 H 3.685715 -3.268096 0.827096
90 H 4.830746 4.513317 1.485846
91 H 1.779650 -1.376717 4.975362
92 H 0.400584 1.943747 -2.437483
93 H 4.732135 -1.180326 -0.299246
94 H -3.829189 1.213185 -2.224776
95 H 5.719150 2.963848 -0.059842
96 H 1.499960 6.183171 0.520267

Cartesian forces (eV/Å) of the 6 atoms listed first:
0.528 -1.121 -0.028
-0.346 0.064 0.250
-0.572 0.674 0.339
0.341 0.083 -0.165
0.241 0.083 -0.473
-0.026 0.002 -0.102

## Properties
- Charge: +2
- HOMO level: -0.4675 Eh
- Relative energy (zero: lowest compared OMol25 entry of this formula, charge and spin): 91.7 kJ/mol
- HOMO-LUMO gap: 0.2501 Ha
- Total energy: -3183.74041 hartree
- Maximum force: 1.2 eV/A



Density functional theory data (wB97M-V/def2-TZVPD) for 10 unconnected molecules or ions with the total composition C2H21O11.

Positions of all 34 atoms, in Å:
1 O 1.838937 3.027097 2.818285
2 O -0.511759 0.873755 -0.283347
3 O -0.355869 1.649422 -3.035802
4 O -0.448825 3.224212 1.214941
5 O 0.266288 -3.969268 0.554928
6 O -3.147269 -2.551671 -1.278060
7 O 2.791516 -2.196068 0.511057
8 O -3.407517 1.541767 -0.829084
9 O 2.582395 0.588067 -0.890741
10 O -0.726824 -1.355033 -0.182596
11 O 1.321512 -1.587043 -2.165534
12 C -0.419665 -0.172335 1.860060
13 C -0.598521 -0.222324 0.344857
14 H -2.502575 -2.163338 -0.665160
15 H 1.931882 1.097368 -0.393105
16 H 1.900737 3.959784 3.038477
17 H 2.046101 0.040273 -1.490942
18 H -3.809345 1.674664 0.033691
19 H 3.718175 -2.074826 0.289708
20 H 0.633842 -1.399635 -1.496457
21 H -1.000145 0.659112 2.276575
22 H 0.889700 -2.158827 -2.803886
23 H -0.359965 2.491992 0.568934
24 H 1.177137 -3.646268 0.572727
25 H -0.418841 1.281698 -2.134218
26 H -1.344333 3.132583 1.551350
27 H -0.739693 -1.094411 2.333197
28 H -0.018688 2.539434 -2.905460
29 H 2.423092 -1.305272 0.447388
30 H -2.506009 1.237268 -0.637044
31 H -0.249623 -3.180537 0.323154
32 H 1.028881 2.966627 2.271177
33 H 0.611051 0.089089 2.107130
34 H -2.595772 -2.997360 -1.926190

Cartesian forces (eV/Å) of the 6 atoms listed first:
-0.126 -0.132 -0.043
-0.183 0.017 -0.008
0.025 -0.014 0.060
0.093 0.097 -0.074
-0.041 -0.090 0.020
-0.069 -0.108 0.169

## Properties
- Charge: -1
- HOMO level: -0.2641 Eh
- Relative energy (zero: lowest compared OMol25 entry of this formula, charge and spin): 109.1 kJ/mol
- HOMO-LUMO gap: 0.3674 Ha
- Total energy: -916.59118 hartree
- Maximum force: 0.8 eV/A



Density functional theory data (wB97M-V/def2-TZVPD) for 2 unconnected molecules or ions with the total composition CH4NO2SSi at a distorted geometry.

Positions of all 10 atoms, in Å:
1 S -1.416409 -1.964389 -0.300501
2 Si -0.425243 -0.039572 -0.555081
3 O 2.856622 -0.740156 0.791673
4 O 3.027978 0.878650 -0.870898
5 N -1.434130 1.031278 0.392143
6 C 2.797590 0.041564 -0.079930
7 H -1.012348 1.793017 0.831754
8 H -0.726934 0.228939 -2.031051
9 H -1.300233 -2.134478 1.055533
10 H -2.366892 0.905150 0.766362

Cartesian forces (eV/Å) of the 6 atoms listed first:
-0.814 -0.902 0.413
1.834 0.661 0.206
-0.045 0.248 -0.558
-0.139 -0.634 0.324
-1.404 -0.488 -0.150
-0.004 0.402 0.233

## Properties
- Charge: -1
- HOMO level: -0.0693 Eh
- Relative energy (zero: lowest compared OMol25 entry of this formula, charge and spin): 189.0 kJ/mol
- HOMO-LUMO gap: 0.2041 Ha
- Total energy: -933.50076 hartree
- Maximum force: 2.0 eV/A



Q: Which of these has the highest HOMO level?
A: CH4NO2SSi



Q: The highest total energy belongs to which entry?
A: C6H12O



Q: Look up the HOMO level of the fifth one.
A: -0.2641 Eh



Q: charge of number 1 (C14H35B3N4O4)?
A: 0